54
Properties=species:S:1:pos:R:3:lowdin_spin:R:1 method="wB97M-V/def2-TZVPD" gap_ev="7.9 / 8.8" e_homo_ev="-7.372 / -8.216" total_energy_ev=-55086.507 multiplicity=3 lumo_ev="0.56 / 0.55"
V 2.16942 0.85102 1.69761 1.91
O 0.40511 0.06712 0.00150 0.04
O 0.71393 2.19465 2.02339 0.03
O -3.65614 -0.46897 -1.85728 0.00
O -0.23975 3.94020 3.13364 0.00
C 0.28802 -0.93610 -1.04792 0.00
C -3.74737 -1.49113 -2.88921 0.00
C 2.82400 -1.22052 2.45157 -0.01
C 1.15887 -0.10295 3.60577 -0.02
C -5.16936 -1.48740 -3.49935 0.00
C 3.17310 2.75447 0.79285 -0.01
C 4.16390 1.99878 1.49812 -0.01
C 0.64751 -0.30428 -2.37465 0.00
C 4.31945 0.73966 0.81630 -0.01
C 0.71716 3.22941 2.83752 0.01
C -5.99767 -0.59477 -2.54069 0.00
C 2.69598 1.96010 -0.30475 0.03
C -4.92838 0.23867 -1.80085 0.00
C -1.02560 -0.09534 0.31625 0.00
C 1.41060 -1.15634 2.66904 0.03
C 1.13640 -2.14514 -0.77100 0.00
C -1.20056 -1.15075 -0.74218 0.00
C 3.41648 0.70934 -0.29229 0.00
C 3.44132 -0.21019 3.25910 -0.02
C 2.41310 0.49944 3.95288 0.01
H 2.19308 -1.87139 -0.73234 0.00
H -3.50885 -2.48498 -2.45533 0.00
H -1.86031 -0.81609 -1.53427 0.00
H -1.45215 -2.13547 -0.33642 0.00
H 5.05038 -0.02519 1.05289 0.00
H 0.35940 -0.97766 -3.18823 0.00
H 3.34281 -1.96441 1.83629 0.00
H -1.53996 0.84792 0.12443 0.00
H 1.72833 3.44938 3.28958 0.00
H 0.85403 -2.61270 0.17279 0.00
H 0.99700 -2.86446 -1.58382 0.00
H -5.56227 -2.50195 -3.60092 0.00
H 4.50756 -0.05238 3.41395 0.00
H -5.12966 -1.03066 -4.49747 0.00
H 1.97317 2.28352 -1.05089 0.00
H -4.81701 1.22161 -2.30555 0.00
H 4.74950 2.36052 2.33371 0.00
H 0.16124 0.66506 -2.50450 0.00
H -6.56287 -1.22083 -1.83841 0.00
H 3.36512 -0.07208 -1.04030 0.00
H 1.73016 -0.14974 -2.41967 0.00
H -1.14847 -0.42968 1.35312 0.00
H -5.17721 0.40845 -0.74073 0.00
H 0.19232 0.15076 4.04320 0.00
H -6.71158 0.04008 -3.06157 0.00
H 2.56961 1.28118 4.69672 0.00
H 2.89218 3.78066 1.01875 0.00
H 0.66385 -1.84804 2.27941 0.00
H -2.98891 -1.25042 -3.65979 0.00